83
Properties=species:S:1:pos:R:3 method="wB97M-V/def2-TZVPD" e_lumo_ev="1.05 / 0.72" multiplicity=3 orbital_gap_ev="5.3379 / 5.0111" s_squared=2.015 total_charge=-1
W 0.03790 0.75163 0.02138
C -5.23111 0.95989 1.04015
C -4.07552 1.07285 2.00865
C -3.96008 0.19924 3.14980
C -3.15943 0.46809 4.20844
C -2.28737 1.61639 4.09209
C -1.32513 2.05726 5.09257
C -0.25553 2.83408 4.69096
C -0.07509 3.19471 3.33983
C -1.04615 2.89497 2.34711
S -0.75405 3.19263 0.69691
C -2.19313 2.15916 2.82869
N -3.14702 1.98575 1.87189
H -6.12414 0.58616 1.46090
H -4.89606 0.25387 0.26922
H -5.34943 1.88669 0.46256
H -4.47436 -0.73463 3.06789
H -3.08031 -0.26269 5.06648
H -1.40636 1.77783 6.15037
H 0.42218 3.08088 5.38636
H 0.84010 3.75613 3.01571
O 1.77177 5.97686 -5.26936
N 1.36131 4.80744 -5.34203
O 0.93680 4.23883 -6.30575
C 1.49071 3.95048 -4.04402
C 2.62985 4.01542 -3.43721
C 2.82408 3.25051 -2.23772
C 4.05078 3.13924 -1.59415
C 4.19561 2.33870 -0.47306
C 3.06549 1.64489 0.04783
N 2.01251 1.70895 -0.64853
C 1.84626 2.45223 -1.78306
C 0.58001 2.44980 -2.51026
N -0.42012 1.72382 -1.96307
C -1.65382 1.76586 -2.56072
C -1.93059 2.55879 -3.59127
C -0.92108 3.31946 -4.09499
C 0.36779 3.30973 -3.52405
H 3.44979 4.58486 -3.76575
H 4.74948 3.72311 -2.13982
H 5.01714 2.06936 0.07627
H 3.36020 1.12197 0.98910
H -2.37623 1.13537 -2.03188
H -2.90938 2.57264 -4.06773
H -1.17511 3.89801 -4.95143
O 1.06429 0.91553 1.71729
C -0.11512 -2.07599 1.21422
C 0.50939 -2.78522 2.27624
C -0.26702 -3.65386 3.05699
C -1.68929 -3.71950 2.91192
C -2.28420 -2.84476 2.01326
C -1.53741 -2.02568 1.10857
C -2.31776 -1.15896 0.19814
O -3.52685 -1.36267 -0.03949
O -1.71033 -0.11497 -0.28554
H 0.65327 1.49261 2.37684
H 1.56799 -2.83608 2.46395
H 0.11903 -4.44246 3.77644
H -2.33184 -4.43039 3.37456
H -3.36172 -2.86299 1.94518
C -0.44847 -2.62812 -1.67541
C 0.94467 -2.34244 -0.99348
C 1.91989 -1.78863 -2.15848
C 0.81735 -1.30421 0.17799
C 1.70301 -3.49838 -0.39022
C 1.10981 -4.75859 -0.48353
C 1.67086 -5.90180 0.01014
C 3.00324 -5.88297 0.45771
C 3.72187 -4.66460 0.36878
C 3.03057 -3.50644 0.01730
H -0.73338 -1.69952 -2.18472
H -1.19415 -2.96878 -1.00421
H -0.26307 -3.37278 -2.41222
H 1.42999 -0.89846 -2.53360
H 2.13404 -2.51032 -2.95887
H 2.85068 -1.37940 -1.61734
H 1.86791 -1.15635 0.49596
H 0.07518 -4.81294 -0.79153
H 1.17027 -6.87035 0.01936
H 3.52830 -6.78116 0.90544
H 4.80386 -4.69526 0.64842
H 3.61002 -2.63260 0.02918
I -2.30806 2.47229 -7.08053


81
Properties=species:S:1:pos:R:3 method="wB97M-V/def2-TZVPD" e_lumo_ev="-0.44 / -0.45" multiplicity=2 orbital_gap_ev="4.9525 / 6.4472" s_squared=0.770
Re -0.10204 0.55033 -0.09340
C -0.25071 1.32526 4.29027
C -0.63511 1.13332 2.95348
N 0.22450 0.83732 2.00145
C 1.56444 0.79932 2.30442
C 2.02150 0.89799 3.62860
C 1.06069 1.16768 4.63141
C 3.40259 0.73880 3.89535
C 4.26009 0.49833 2.86104
C 3.81699 0.47310 1.52264
C 2.48778 0.67841 1.21571
N 1.90287 0.72610 -0.03539
C 2.49978 1.09915 -1.22067
C 3.80149 1.50888 -1.42443
C 4.26220 1.86371 -2.70860
C 3.44894 1.82943 -3.80266
C 2.08983 1.46907 -3.63738
C 1.16021 1.47217 -4.70116
C -0.15094 1.17107 -4.46635
C -0.55216 0.86740 -3.15955
N 0.29007 0.83495 -2.14531
C 1.61830 1.12335 -2.35924
H -1.00444 1.55508 5.02925
H -1.67536 1.19280 2.66535
H 1.38437 1.26293 5.66000
H 3.75569 0.80393 4.91492
H 5.31189 0.34424 3.06176
H 4.52392 0.26430 0.73585
H 4.47927 1.58350 -0.59012
H 5.29532 2.16567 -2.82026
H 3.81564 2.08980 -4.78542
H 1.50011 1.72939 -5.69624
H -0.88428 1.17416 -5.25966
H -1.58410 0.62766 -2.93544
Br -0.09335 5.69940 0.45729
C -1.56202 4.55986 0.14441
C -2.85463 5.09484 0.07172
C -3.93364 4.29176 -0.18569
Br -5.65652 5.07577 -0.29957
C -3.77295 2.90009 -0.36822
C -4.80400 1.97945 -0.67620
C -4.49554 0.66275 -0.85772
C -3.16964 0.22435 -0.69646
N -2.19247 1.04850 -0.37425
C -2.46848 2.38423 -0.25248
C -1.32327 3.20702 -0.03220
O -0.14977 2.65113 -0.02354
H -2.99353 6.15734 0.21256
H -5.82084 2.33203 -0.77395
H -5.25858 -0.05945 -1.10933
H -2.90119 -0.81956 -0.79843
C -0.38637 -2.17989 3.20364
C -1.64320 -2.54172 2.40609
C -2.61318 -1.37571 2.26485
C -1.23875 -3.22640 1.11201
C -1.51346 -4.58750 1.05311
C -1.01335 -5.40976 0.06054
C -0.16132 -4.84088 -0.86915
C 0.13552 -3.48655 -0.88128
C 1.09596 -3.01667 -1.95758
C 0.35863 -2.26269 -3.06400
C 2.29349 -2.25752 -1.37664
C -0.46905 -2.61621 0.07709
N -0.29564 -1.26325 -0.00983
H -0.64410 -1.69372 4.14688
H 0.25553 -1.51331 2.63120
H 0.18683 -3.08010 3.42654
H -2.17439 -3.30480 2.98098
H -2.18569 -0.58844 1.65000
H -2.85262 -0.96229 3.24690
H -3.54548 -1.70712 1.80382
H -2.11178 -5.02000 1.84620
H -1.24857 -6.46430 0.03388
H 0.29202 -5.46459 -1.63067
H 1.49535 -3.92653 -2.41369
H -0.29712 -1.51421 -2.63426
H -0.25763 -2.95462 -3.64049
H 1.05479 -1.77257 -3.74846
H 1.97120 -1.46832 -0.70121
H 2.89309 -1.80661 -2.17042
H 2.93038 -2.94183 -0.81420


86
Properties=species:S:1:pos:R:3 method="wB97M-V/def2-TZVPD" e_lumo_ev="1.25 / 1.73" multiplicity=2 orbital_gap_ev="6.7824 / 7.1905" s_squared=1.074 total_charge=-1
Re -0.54797 0.51959 1.26200
C -2.01303 -6.25100 1.46330
C -2.09042 -4.89195 2.11087
C -1.15216 -4.51420 3.07007
C -1.18270 -3.25497 3.64362
C -2.15380 -2.35180 3.23448
C -3.12631 -2.71925 2.31458
C -3.09354 -3.99167 1.76224
S -2.13021 -0.69351 3.84045
O -3.29650 -0.04335 3.30167
O -1.96092 -0.75113 5.26901
N -0.80712 0.04088 3.19938
C 0.36956 0.18822 4.08398
C 1.44768 0.96893 3.35273
O 2.47506 1.27790 3.90814
O 1.16107 1.28642 2.09388
H -1.98451 -7.04287 2.21471
H -1.10668 -6.33821 0.85988
H -2.86938 -6.42331 0.81096
H -0.36357 -5.20427 3.35169
H -0.45207 -2.97602 4.39120
H -3.89094 -2.00200 2.04403
H -3.84338 -4.27849 1.03328
H 0.80198 -0.77570 4.35265
H 0.12363 0.71076 5.00340
C -3.33455 2.15503 -1.09704
C -2.74121 1.49124 -2.31741
C -3.58588 1.28440 -3.40620
C -3.14796 0.69104 -4.57820
C -1.82652 0.29784 -4.68367
C -0.96454 0.50091 -3.61801
C -1.39340 1.08579 -2.42097
P -0.20330 1.35475 -1.02088
C 1.39031 0.78654 -1.72423
C 1.36965 -0.59849 -1.94137
C 2.45892 -1.26583 -2.46862
C 3.60766 -0.55123 -2.77416
C 3.65795 0.80464 -2.50867
C 2.57315 1.49741 -1.96915
C 2.75729 2.96516 -1.66288
C -0.35529 3.14593 -0.81906
C -0.17987 4.05963 -1.85900
C -0.35549 5.41195 -1.63173
C -0.73753 5.84287 -0.36152
C -0.97415 4.92414 0.64704
C -0.79905 3.55291 0.43329
C -1.16953 2.55921 1.51113
H -4.41305 1.99263 -1.07336
H -3.15687 3.23463 -1.11898
H -2.91548 1.76224 -0.17811
H -4.62332 1.59033 -3.31674
H -3.83760 0.53493 -5.39935
H -1.46411 -0.18089 -5.58518
H 0.06209 0.19214 -3.73125
H 0.47934 -1.16212 -1.68827
H 2.41301 -2.33607 -2.63411
H 4.47076 -1.05252 -3.19517
H 4.57749 1.34955 -2.69597
H 3.82125 3.20036 -1.60537
H 2.29420 3.23772 -0.71470
H 2.32487 3.59305 -2.44223
H 0.08134 3.70039 -2.84895
H -0.20309 6.12809 -2.43160
H -0.87223 6.90143 -0.16685
H -1.31640 5.26661 1.61856
H -2.25486 2.59677 1.66626
H -0.71552 2.88130 2.44899
N -2.11688 -0.43673 0.47760
C -2.69409 -1.10724 -0.30187
N -3.46832 -1.78690 -1.01875
C -3.38453 -2.27785 -2.24030
N -3.39985 -2.74485 -3.30262
Br 7.48227 -0.75075 -0.58317
C 5.71114 -1.00280 0.07559
C 4.92147 0.10308 0.32522
C 3.61369 -0.08504 0.75867
C 3.12531 -1.36521 0.97870
C 3.95214 -2.46203 0.75724
C 5.24400 -2.29134 0.27910
C 1.74799 -1.59335 1.56087
O 1.67672 -2.25822 2.57744
O 0.72788 -1.12997 0.87939
H 5.31395 1.10176 0.18012
H 2.98010 0.77330 0.95007
H 3.57420 -3.45805 0.95887
H 5.88057 -3.14321 0.07934


83
Properties=species:S:1:pos:R:3 method="wB97M-V/def2-TZVPD" e_lumo_ev=2.14 multiplicity=1 orbital_gap_ev=7.7571 total_charge=-1
Cs 0.09852 -0.27816 0.02424
N 2.13039 -2.41902 1.95401
C 2.49504 -2.29126 3.28976
C 3.34022 -3.26239 3.84094
C 3.69818 -3.22825 5.17114
C 3.22100 -2.21723 5.99850
C 2.38102 -1.26066 5.46004
C 1.99593 -1.27094 4.11880
P 0.83289 -0.00354 3.43979
C -0.69367 -0.39932 4.37642
C -0.98861 -1.67761 4.83512
C -2.20635 -1.94212 5.44756
C -3.13777 -0.92888 5.61032
C -2.85164 0.35031 5.14690
C -1.64531 0.61277 4.52548
C 1.39490 1.52511 4.27376
C 1.04220 1.88321 5.57263
C 1.52638 3.05222 6.13585
C 2.36862 3.87941 5.40566
C 2.71282 3.53948 4.10618
C 2.21901 2.37405 3.54325
H 2.77140 -2.95356 1.38760
H 1.93235 -1.54359 1.49365
H 3.71247 -4.05088 3.19639
H 4.35721 -3.99301 5.56395
H 3.50095 -2.18014 7.04297
H 2.00638 -0.47445 6.10223
H -0.26232 -2.47247 4.72058
H -2.42615 -2.94228 5.80044
H -4.08658 -1.13260 6.09113
H -3.57855 1.14517 5.25723
H -1.42926 1.59519 4.12520
H 0.36401 1.25713 6.14011
H 1.24050 3.32362 7.14457
H 2.74098 4.79657 5.84477
H 3.34991 4.19267 3.52377
H 2.45518 2.12091 2.51618
N -2.51652 2.30462 -1.43327
C -2.63227 2.57581 -2.77492
C -3.43052 3.66536 -3.16341
C -3.64066 3.96012 -4.49226
C -3.06169 3.18268 -5.49213
C -2.27599 2.10945 -5.11870
C -2.04936 1.78254 -3.78297
P -1.02828 0.34291 -3.30775
C -1.96038 -1.04807 -4.04748
C -3.33526 -0.98279 -4.24887
C -4.03443 -2.09203 -4.70374
C -3.36439 -3.27731 -4.96225
C -1.99253 -3.35267 -4.75186
C -1.29426 -2.25170 -4.29012
C 0.44574 0.44236 -4.38526
C 0.47177 0.03196 -5.71643
C 1.63982 0.11087 -6.45526
C 2.80329 0.59465 -5.87039
C 2.79252 0.99270 -4.54305
C 1.62067 0.91110 -3.80621
H -2.75004 3.05543 -0.79325
H -1.71454 1.78978 -1.10849
H -3.87882 4.27795 -2.39015
H -4.25945 4.81028 -4.75401
H -3.21887 3.41283 -6.53752
H -1.81832 1.49727 -5.88646
H -3.85753 -0.05420 -4.05421
H -5.10459 -2.02761 -4.85776
H -3.90796 -4.14332 -5.31924
H -1.46565 -4.28073 -4.93562
H -0.23238 -2.32456 -4.08739
H -0.42265 -0.37498 -6.17535
H 1.64461 -0.21614 -7.48778
H 3.71919 0.64341 -6.44591
H 3.70126 1.34340 -4.07139
H 1.63096 1.18802 -2.75845
Cl 1.87648 -4.85896 -1.72599
C 2.77748 -3.35058 -2.00317
Cl 3.14732 -3.15945 -3.73077
C 1.99686 -2.09927 -1.52625
O 2.70758 -1.25446 -0.94518
O 0.78653 -2.03588 -1.80689
H 3.72003 -3.43340 -1.47550
O -2.22325 3.96670 1.13771
C -1.59547 2.95399 1.34922
N -0.99833 1.94650 1.50896


86
Properties=species:S:1:pos:R:3 method="wB97M-V/def2-TZVPD" e_lumo_ev="1.74 / 1.14" multiplicity=8 orbital_gap_ev="2.7231 / 5.1222" s_squared=16.112 total_charge=-1
Gd 0.70392 -0.53787 0.28258
C 0.46890 -2.63639 -1.42680
C -0.13022 -3.10187 -0.23283
C 0.88997 -3.26424 0.72700
C 2.11116 -2.89666 0.13294
C 1.85447 -2.51309 -1.19696
H -0.02644 -2.54056 -2.38583
H -1.15630 -3.44457 -0.13871
H 0.78874 -3.74883 1.68903
H 3.08382 -3.00392 0.59752
H 2.60804 -2.28365 -1.94016
Cl 5.15449 2.21729 4.96810
C 4.50997 1.56989 3.50410
C 5.14265 1.80932 2.30074
Cl 6.61375 2.70902 2.25674
C 4.57027 1.34107 1.12224
Cl 5.29927 1.70520 -0.40254
C 3.38576 0.59844 1.10847
O 2.80009 0.21303 0.02526
C 2.78701 0.25550 2.38120
O 1.75736 -0.56101 2.34233
C 3.33721 0.80556 3.53043
Cl 2.54226 0.57657 5.05819
O -5.61139 0.63686 -3.67444
C -5.64450 0.24845 -2.32190
C -4.25035 0.04158 -1.79503
C -4.03286 -0.63917 -0.59358
C -2.73711 -0.78497 -0.14356
N -1.66848 -0.32305 -0.78605
C -1.86439 0.33524 -1.94758
C -3.15266 0.52946 -2.46721
C -0.66476 0.79557 -2.64378
C -0.72832 1.50176 -3.84765
C 0.43509 1.91675 -4.46947
C 0.36252 2.61144 -5.80321
O -0.21261 1.77924 -6.79314
C 1.64534 1.59988 -3.85642
C 1.62834 0.87483 -2.67832
N 0.51868 0.46551 -2.07564
H -6.50969 0.81103 -3.97180
H -6.21454 -0.68516 -2.20218
H -6.13267 1.02410 -1.70996
H -4.85337 -1.05133 -0.02628
H -2.53351 -1.29987 0.78625
H -3.31081 1.04806 -3.39620
H -1.66995 1.73375 -4.31636
H 1.36557 2.93876 -6.10866
H -0.28842 3.48776 -5.74471
H 0.26320 0.93940 -6.79775
H 2.58302 1.91028 -4.29031
H 2.55425 0.59664 -2.19119
C 0.17416 2.12762 0.78006
C -0.07799 2.87530 -0.37124
C 0.96808 3.51681 -1.10394
C 0.71575 4.27005 -2.20723
C -0.60646 4.44275 -2.67647
C -1.65665 3.83159 -1.97022
C -1.40183 3.06003 -0.87162
C -0.85980 5.21994 -3.80619
N -1.06761 5.85273 -4.75027
H -0.66732 1.96665 1.45063
H 1.14106 2.25930 1.26711
H 1.98318 3.39418 -0.75103
H 1.52221 4.75664 -2.74268
H -2.67243 3.98035 -2.31561
H -2.22307 2.60644 -0.33155
C 0.69410 -6.23006 4.23244
C 0.40901 -4.75792 4.20810
C -0.79155 -4.27101 3.70936
C -0.98737 -2.91134 3.54307
C 0.00301 -2.01972 3.91577
C 1.17783 -2.48721 4.47497
C 1.37741 -3.84723 4.61329
S -0.19639 -0.28391 3.46001
C -1.70600 -0.03296 4.54010
O -0.83445 -0.41112 2.10910
H -0.19783 -6.80386 3.99879
H 1.07445 -6.55490 5.19843
H 1.45270 -6.45101 3.48248
H -1.55212 -4.97040 3.39381
H -1.89264 -2.54696 3.07941
H 1.94686 -1.79098 4.76486
H 2.31815 -4.20861 5.00485
H -2.50946 -0.70420 4.27137
H -2.01478 0.99478 4.39084
H -1.41399 -0.18280 5.57228


Which E_tot belongs to each record? In order, -2863.54958 -7081.41158 -5568.43066 -3519.37007 -5050.98581 Ha.
Which molecular weight belongs to each record? In order, 979.5 933.7 982.9 857.5 954.8 g/mol.